1.
# C36H50FN9O4SSiTa

A structure of composition C36H50FN9O4SSiTa in a non-equilibrium geometry (wB97M-V/def2-TZVPD, OMol25).

```
103
Properties=species:S:1:pos:R:3:lowdin_charge:R:1
Ta 0.4210 1.7421 -1.4940 1.785
C -1.1152 -3.0625 -5.6862 -0.070
C -1.0598 -3.1286 -4.1692 -0.223
N 0.0292 -2.3142 -3.6261 0.001
C -0.1325 -1.1195 -3.0619 -0.741
S 1.3110 -0.2742 -2.5753 0.776
N -1.3314 -0.6213 -2.9076 0.015
N -1.3347 0.6301 -2.3419 -0.107
C -2.5164 1.1688 -2.2540 -0.225
C -3.7763 0.4911 -2.6539 0.010
C -2.5431 2.5654 -1.7856 -0.200
C -3.7023 3.2654 -1.5215 0.035
C -3.6121 4.5933 -1.1121 0.018
C -2.3615 5.1685 -0.9765 0.009
C -1.2393 4.4019 -1.2304 -0.098
N -1.3226 3.1295 -1.6379 -0.029
H -1.9389 -3.6674 -6.0628 0.083
H -1.2622 -2.0362 -6.0222 0.078
H -0.1949 -3.4421 -6.1307 0.080
H -1.9820 -2.7634 -3.7244 0.103
H -0.9102 -4.1521 -3.8233 0.119
H 0.9763 -2.6187 -3.7854 0.130
H -3.5761 -0.3353 -3.3252 0.078
H -4.2751 0.0951 -1.7640 0.115
H -4.4525 1.2011 -3.1266 0.095
H -4.6626 2.7856 -1.6346 0.125
H -4.5107 5.1583 -0.9052 0.133
H -2.2385 6.1948 -0.6629 0.131
H -0.2320 4.7941 -1.1141 0.101
C 3.2789 0.0492 0.6344 0.004
C 3.5900 0.9927 -0.4818 -0.291
C 4.8887 1.2705 -0.8656 0.004
C 5.1283 2.1503 -1.9131 0.007
C 4.0766 2.7434 -2.5934 0.009
C 2.7992 2.4264 -2.1605 -0.459
N 2.5783 1.6111 -1.1129 -0.067
N 1.5622 2.8249 -2.6867 -0.225
Si 1.4233 3.9366 -4.1148 0.468
C 2.2826 5.5456 -3.6890 -0.146
C -0.3815 4.1961 -4.4967 -0.158
C 2.2296 3.0396 -5.5370 -0.151
H 4.0363 -0.7307 0.6815 0.097
H 2.3036 -0.4104 0.4915 0.052
H 3.2916 0.5821 1.5881 0.104
H 5.7062 0.7851 -0.3526 0.129
H 6.1462 2.3640 -2.2122 0.132
H 4.2419 3.4086 -3.4253 0.105
H 1.5695 6.2983 -3.3483 0.045
H 2.7788 5.9522 -4.5731 0.053
H 3.0634 5.4421 -2.9337 0.020
H -0.9072 4.7752 -3.7380 0.016
H -0.9165 3.2578 -4.6644 0.037
H -0.4436 4.7648 -5.4276 0.056
H 3.3091 2.9297 -5.4394 0.031
H 2.0454 3.5851 -6.4652 0.050
H 1.8007 2.0412 -5.6492 0.041
C -2.4514 -0.7837 5.7271 -0.048
C -0.9984 -0.4506 5.4391 -0.165
N -0.7055 -0.4138 3.9912 -0.007
C -0.6888 0.7676 3.3738 0.062
C -0.4507 0.9389 2.0337 -0.022
C -0.4228 2.3070 1.4856 -0.488
O -0.8893 3.2984 1.9698 0.153
O 0.2172 2.3206 0.3080 -0.213
C -0.2327 -0.1914 1.1925 -0.279
O -0.0469 -0.1479 -0.0512 -0.152
C -0.2660 -1.4754 1.8738 -0.051
C -0.0718 -2.6550 1.1450 0.097
C -0.0888 -3.8651 1.7653 -0.174
F 0.1146 -4.9579 1.0044 0.075
C -0.3014 -4.0127 3.1601 -0.109
C -0.5204 -2.8354 3.8697 0.063
C -0.4944 -1.5779 3.2524 -0.104
N -0.3288 -5.2564 3.7883 -0.061
C -0.2180 -6.5177 3.0448 -0.117
C -0.2839 -7.7075 3.9925 -0.079
N -1.3532 -7.4851 5.0242 0.083
C -1.0727 -6.2547 5.8792 -0.052
C -0.0137 -5.3981 5.1998 -0.128
H -2.6099 -0.8398 6.8033 0.093
H -2.7477 -1.7358 5.2864 0.073
H -3.1125 -0.0126 5.3324 0.090
H -0.3048 -1.1490 5.9052 0.122
H -0.7390 0.5323 5.8270 0.130
H -0.8742 1.6354 3.9954 0.164
H 0.1019 -2.6021 0.0782 0.143
H -0.7518 -2.8845 4.9195 0.093
H 0.7177 -6.6104 2.4902 0.141
H -1.0324 -6.5885 2.3232 0.138
H 0.6385 -7.8742 4.5437 0.141
H -0.5251 -8.6161 3.4451 0.149
H -1.4330 -8.3112 5.6193 0.189
H -2.2574 -7.3835 4.5609 0.188
H -0.7571 -6.6015 6.8608 0.144
H -2.0167 -5.7231 5.9723 0.140
H 0.9851 -5.8237 5.3387 0.142
H 0.0056 -4.4409 5.7078 0.122
C 1.5981 5.7495 0.6795 -0.099
O 1.6938 4.8664 -0.4458 -0.186
H 1.3445 6.7643 0.3687 0.091
H 2.5283 5.7690 1.2480 0.090
H 0.8044 5.3572 1.3125 0.073
H 2.3750 5.1953 -1.0407 0.053
```

Net charge: +3
Spin multiplicity: 1
Gap between HOMO and LUMO (Eh): 0.2532
ΔE to the lowest compared entry with this formula, charge and spin (kJ/mol): 50.4


2.
# C3H4NO

The ion C3H4NO with charge +1 in a non-equilibrium geometry (wB97M-V/def2-TZVPD, OMol25).

```
9
Properties=species:S:1:pos:R:3:lowdin_charge:R:1
C -0.1000 1.1303 0.0195 0.046
C 1.2842 0.2633 0.0189 -0.060
C -1.0499 -0.9376 0.0515 0.160
N -1.0352 0.3368 -0.0024 0.080
O 1.1020 -0.9158 -0.0209 0.105
H -0.3254 2.2469 -0.0052 0.173
H 2.3420 0.7325 -0.0661 0.187
H -1.0685 -1.5203 0.9656 0.153
H -1.1492 -1.3362 -0.9610 0.155
```

Net charge: +1
Spin multiplicity: 1
Gap between HOMO and LUMO (Eh): 0.4082
ΔE to the lowest compared entry with this formula, charge and spin (kJ/mol): 131.7
Structure (SMILES): C=[N+]=CC=O


3.
# C3H9N5

A cluster of 2 separate species, C3H9N5 in total in a non-equilibrium geometry (wB97M-V/def2-TZVPD, OMol25).

```
17
Properties=species:S:1:pos:R:3:lowdin_charge:R:1
C 1.9039 -1.5131 0.4262 -0.056
C 1.1335 -0.2056 -0.2247 -0.422
C -1.3893 0.1243 0.2302 -0.576
H 2.1851 -2.3809 -0.2665 0.061
H 2.8081 -1.2896 1.2066 0.112
H 1.1984 -2.2052 0.8931 0.027
H -0.7249 -0.7092 -1.5932 0.239
H -3.6292 0.2746 -1.0953 0.264
H -2.6763 -1.4004 -0.1747 0.125
H -2.5896 1.0673 1.2556 0.072
H 2.2606 2.6371 -0.4370 0.145
H 0.6213 2.4222 0.5341 0.144
N -0.2444 -0.2851 -0.5582 0.021
N -2.4092 -0.3949 -0.6560 -0.089
N -1.4987 1.0338 1.1593 0.076
N 1.8595 0.7810 -0.2292 -0.061
N 1.1912 2.0436 -0.4705 -0.081
```

Spin multiplicity: 1
Gap between HOMO and LUMO (Eh): 0.3198
ΔE to the lowest compared entry with this formula, charge and spin (kJ/mol): 779.8


4.
# H22O11

A structure of composition H22O11 in a non-equilibrium geometry (wB97M-V/def2-TZVPD, OMol25).

```
33
Properties=species:S:1:pos:R:3:lowdin_charge:R:1
O 0.1570 -0.2803 -0.8221 -0.131
H 0.0974 -0.6470 0.0734 0.000
H -0.8142 -0.1776 -1.0577 0.021
O -0.2507 2.0096 2.1109 -0.104
H -0.8157 1.5086 1.3878 0.048
H -0.6125 1.8815 3.0045 0.058
O -1.7290 2.3650 -1.2666 0.048
H -2.5251 2.6697 -1.6156 0.035
H -1.2996 2.2270 -2.0327 -0.008
O 1.3243 -1.0565 -4.0283 0.047
H 0.8928 -0.2983 -4.2673 -0.008
H 1.6601 -0.8765 -3.2275 -0.052
O -2.0375 -1.0006 -1.6713 -0.040
H -2.2351 -1.1955 -2.6040 0.093
H -2.4595 -1.4706 -0.9289 0.092
O -2.2959 0.8253 0.9099 -0.047
H -2.8977 0.1733 1.1886 0.033
H -2.4313 0.8667 -0.0899 0.058
O 0.4606 -0.5573 1.6319 -0.108
H 0.1149 0.2971 1.8339 -0.013
H 1.4540 -0.6262 1.8553 -0.087
O 2.1506 -1.7238 -0.4648 -0.012
H 2.8268 -1.5804 -1.2417 0.130
H 1.5102 -1.1654 -0.6138 -0.145
O 1.9136 1.8180 -0.5691 -0.046
H 1.9083 2.0777 -1.4299 -0.041
H 1.1961 1.1216 -0.5088 0.010
O 2.5152 -0.7832 2.4583 0.024
H 2.6813 -0.8114 1.4007 0.157
H 3.2057 -0.1786 2.7042 0.088
O -1.6326 -1.8022 2.5706 -0.119
H -0.9118 -1.2595 2.1232 -0.013
H -1.1207 -2.3500 3.1869 0.032
```

Spin multiplicity: 1
Gap between HOMO and LUMO (Eh): 0.3741
ΔE to the lowest compared entry with this formula, charge and spin (kJ/mol): 462.8


5.
# C3H4N4O

An isolated molecule of C3H4N4O in a non-equilibrium geometry (wB97M-V/def2-TZVPD, OMol25).

```
12
Properties=species:S:1:pos:R:3:lowdin_charge:R:1
C 0.5096 -0.1412 0.1282 -0.254
C 0.3389 0.9813 0.9223 -0.113
C -0.6472 0.1695 -0.9827 -0.300
H 2.3488 -2.5509 0.8683 0.049
H 2.0015 -1.3405 2.1272 0.171
H 1.1222 1.4049 1.7674 0.154
H -1.6232 1.9716 -1.2749 0.238
N 1.6915 -1.9285 1.1961 0.026
N 1.0252 -1.3140 0.1889 0.014
N -0.7664 1.7824 0.5968 -0.054
N -1.5823 1.2112 -0.2971 -0.020
O -0.9541 -0.4751 -1.9610 0.088
```

Spin multiplicity: 1
Gap between HOMO and LUMO (Eh): 0.3011
ΔE to the lowest compared entry with this formula, charge and spin (kJ/mol): 508.3
Structure (SMILES): N/N=C1\C=NNC1=O


Please write out number 4 again, unchanged.
# H22O11

A structure of composition H22O11 in a non-equilibrium geometry (wB97M-V/def2-TZVPD, OMol25).

```
33
Properties=species:S:1:pos:R:3:lowdin_charge:R:1
O 0.1570 -0.2803 -0.8221 -0.131
H 0.0974 -0.6470 0.0734 0.000
H -0.8142 -0.1776 -1.0577 0.021
O -0.2507 2.0096 2.1109 -0.104
H -0.8157 1.5086 1.3878 0.048
H -0.6125 1.8815 3.0045 0.058
O -1.7290 2.3650 -1.2666 0.048
H -2.5251 2.6697 -1.6156 0.035
H -1.2996 2.2270 -2.0327 -0.008
O 1.3243 -1.0565 -4.0283 0.047
H 0.8928 -0.2983 -4.2673 -0.008
H 1.6601 -0.8765 -3.2275 -0.052
O -2.0375 -1.0006 -1.6713 -0.040
H -2.2351 -1.1955 -2.6040 0.093
H -2.4595 -1.4706 -0.9289 0.092
O -2.2959 0.8253 0.9099 -0.047
H -2.8977 0.1733 1.1886 0.033
H -2.4313 0.8667 -0.0899 0.058
O 0.4606 -0.5573 1.6319 -0.108
H 0.1149 0.2971 1.8339 -0.013
H 1.4540 -0.6262 1.8553 -0.087
O 2.1506 -1.7238 -0.4648 -0.012
H 2.8268 -1.5804 -1.2417 0.130
H 1.5102 -1.1654 -0.6138 -0.145
O 1.9136 1.8180 -0.5691 -0.046
H 1.9083 2.0777 -1.4299 -0.041
H 1.1961 1.1216 -0.5088 0.010
O 2.5152 -0.7832 2.4583 0.024
H 2.6813 -0.8114 1.4007 0.157
H 3.2057 -0.1786 2.7042 0.088
O -1.6326 -1.8022 2.5706 -0.119
H -0.9118 -1.2595 2.1232 -0.013
H -1.1207 -2.3500 3.1869 0.032
```

Spin multiplicity: 1
Gap between HOMO and LUMO (Eh): 0.3741
ΔE to the lowest compared entry with this formula, charge and spin (kJ/mol): 462.8


Question: Which of these has the highest gap between HOMO and LUMO?
Answer: C3H4NO


Question: Among the records above, which one has the highest ΔE to the lowest compared entry with this formula, charge and spin?
Answer: C3H9N5